C9H7NO2 | ωB97M-V with the def2-TZVPD basis set

XYZ file:
```
19
Properties=species:S:1:pos:R:3:forces:R:3
C 3.3247 -0.6554 0.0053 0.1 -1.4 4.3
C 1.9833 -0.2385 -0.2498 -1.0 4.6 1.3
C -0.2507 -0.4389 -0.1803 -1.6 -0.3 1.4
C -1.2119 -1.4008 0.2380 5.1 -1.4 -0.3
C -2.4411 -0.9994 0.0962 -5.7 -3.2 3.3
C -2.9253 0.2816 -0.2655 -0.2 -0.5 0.3
C -1.9637 1.3062 -0.3415 -4.7 3.4 -0.2
C -0.7085 0.9524 -0.2577 7.0 -3.1 -0.1
C 0.4161 1.8687 -0.0329 -0.2 2.9 2.3
H 3.1146 -1.8428 0.4594 1.5 3.7 -1.5
H 3.8160 0.1583 0.7209 -1.0 -2.2 -1.2
H 3.7631 -0.5135 -0.9038 2.2 -0.6 -2.4
H -0.8312 -2.4774 0.6572 -1.1 3.0 -1.3
H -3.0473 -2.0457 0.8066 0.3 3.7 -2.9
H -4.0111 0.3106 -0.4082 0.6 0.8 0.2
H -2.0627 2.5305 -0.3921 -0.6 -3.4 0.0
N 1.0092 -0.9490 -0.1197 -2.6 -3.5 -0.1
O 0.2916 3.0418 0.4973 2.0 -6.3 -3.4
O 1.7349 1.1113 -0.3293 -0.2 3.6 0.4
```
Positions in Å, forces in eV/Å.

As for the net charge: 0. As for the energy above the lowest of the compared OMol25 structures with the same formula, charge and spin: 571.60 kJ/mol. The HOMO-LUMO gap is 8.9 eV. The calculation puts the total energy at -552.20951 a.u.

natural (NBO) atomic charge list, values in e, 8 entries:
1. C -0.665
2. C 0.606
3. C 0.197
4. C -0.234
5. C -0.150
6. C -0.249
7. C -0.150
8. C -0.260